Density functional theory data (ωB97M-V/def2-TZVPD) for a 7-piece molecular cluster, C39H70F7NO15 overall in a non-equilibrium geometry.

The geometry in XYZ format:
```
132
C39H70F7NO15 (ωB97M-V/def2-TZVPD)
H 11.488 -2.393 3.183
H -3.255 -5.903 1.439
C -0.667 -0.280 -1.038
H -4.155 -2.452 -4.319
H 9.113 0.074 2.432
C -0.072 -7.848 2.495
C 2.692 -0.522 1.330
H 5.296 5.646 4.743
H 9.864 -0.721 4.101
O 10.667 2.854 3.124
C -3.560 -0.471 -3.670
H -10.889 0.261 -3.735
C 7.068 4.456 1.861
C -4.014 -4.593 -0.162
F -3.889 2.861 0.059
O 2.673 -2.384 2.798
C 7.246 5.836 3.862
H -0.217 -6.384 0.939
C -3.656 -1.568 -4.741
O -1.357 -8.426 2.239
H 5.660 5.679 0.860
F -2.534 2.011 -1.989
C -3.373 1.222 1.596
O 4.547 -1.252 2.796
C 9.489 1.047 2.127
H -0.261 -10.161 0.034
C -2.923 -5.057 0.838
F -4.377 0.367 1.366
H -9.061 2.154 -2.153
H 2.084 0.205 1.872
O 0.695 -2.278 -0.770
H 0.042 -0.306 0.781
H -3.903 -2.646 -1.934
H -9.550 1.157 -4.452
C 3.297 -1.464 2.341
H 0.633 -10.092 1.557
O 11.175 0.887 3.938
H -7.463 1.961 -3.332
H -0.461 6.653 -0.730
C -2.716 -1.496 -0.608
H 3.408 0.022 0.720
C -6.983 0.987 -3.367
C -9.643 1.242 -2.286
H -2.875 7.475 -0.690
H 0.664 -7.826 0.453
C -0.315 -10.363 1.103
C -0.411 -1.782 -0.903
H -2.656 -1.877 -5.071
F -2.375 0.555 2.179
H -0.074 0.087 -1.883
H 11.279 -1.087 2.011
C -1.517 -9.632 1.658
H -7.064 0.595 -4.381
C 5.412 -0.252 2.240
C -10.291 1.169 -3.653
O -2.654 6.001 -4.177
H 5.891 1.831 2.408
H -5.360 -2.929 -6.055
H -2.012 -5.345 0.307
H -4.840 -1.397 -1.165
H 5.274 1.100 3.902
C -2.471 6.245 -3.017
H -3.203 4.423 -2.234
C 11.643 -1.327 3.009
H 0.615 -8.598 2.890
H -3.616 -4.678 -1.177
C -5.518 -1.859 -6.224
F -4.277 0.868 -1.309
C -2.943 1.908 0.262
C -4.530 -3.150 0.060
H 4.165 1.485 2.590
C 5.861 6.371 4.155
H 7.226 5.545 0.056
C 5.170 1.124 2.817
H -10.942 2.029 -3.804
H 1.429 -6.648 1.525
H 8.646 1.726 2.020
H 7.776 5.626 4.789
H 9.980 0.946 1.160
F -1.791 2.550 0.439
O -2.627 -10.076 1.562
N -1.614 -2.483 -0.883
C 0.487 -7.139 1.281
H -1.703 -1.420 -3.111
O 7.163 3.355 1.382
H -10.404 1.231 -1.508
C -0.715 7.713 -0.751
H -2.662 5.508 -0.955
C -2.187 -0.247 -1.368
H -4.408 -0.579 -3.003
O -4.381 -1.101 -5.866
H -2.655 -4.238 1.517
H -1.586 0.304 -3.359
H 5.930 7.299 4.722
H 5.347 -0.257 1.151
C 10.935 -0.516 4.074
H -0.646 8.101 0.266
H -6.404 -1.540 -5.661
C -7.567 -0.034 -2.420
O -2.226 7.528 -2.666
H -1.551 -3.187 -0.152
C -2.216 -0.473 -2.916
H -2.711 -1.338 0.474
H 5.301 6.570 3.241
O 7.208 4.573 3.189
H -1.478 4.684 -1.977
H -3.692 0.478 -4.199
C -2.948 1.074 -1.079
H 12.713 -1.123 3.034
H 11.331 -0.762 5.058
H -0.480 -11.428 1.241
H -5.930 1.110 -3.134
C 10.465 1.671 3.096
H -2.327 9.011 -1.331
H -4.860 -5.283 -0.097
C -2.106 7.945 -1.304
H 2.049 -1.087 0.661
C 6.738 5.664 1.020
H 0.022 8.224 -1.369
H 7.856 6.546 3.302
O -0.223 0.357 0.133
H -4.231 -2.818 1.063
H -5.624 -3.152 0.035
H 7.042 6.612 1.454
O -6.950 -1.001 -2.055
H 6.412 -0.596 2.499
C -2.456 5.162 -1.964
C -4.053 -2.120 -0.983
H -0.256 -7.133 3.295
F -3.793 2.146 2.451
O -8.840 0.090 -2.004
H -5.702 -1.704 -7.289
```

Computed properties:
Gap between HOMO and LUMO = 10.09 eV